Record 1
The following is a DFT calculation (ωB97M-V/def2-TZVPD) of a 10-piece molecular cluster, C67H156F3N9O6S overall in a non-equilibrium geometry.

Structure (XYZ):
```
242
Properties=species:S:1:pos:R:3:forces:R:3:mulliken_charge:R:1
C 3.0103 0.4900 2.1723 -0.5 1.4 1.2 -0.40
C 1.7218 0.2599 2.9705 0.4 -1.6 -0.2 1.80
C 1.8474 0.1637 4.5266 -1.0 1.6 -0.8 -0.56
C 1.9940 1.5933 5.1469 1.5 -0.1 0.7 -1.47
N 2.5540 1.6058 6.6163 -0.4 1.3 -0.6 0.38
C 3.8692 0.8815 6.8273 -0.3 1.0 0.3 -0.48
C 4.6017 1.6919 7.9284 0.8 -0.7 0.6 -0.91
C 4.1031 3.1668 7.8816 2.3 -1.3 -0.1 -0.53
C 2.9123 3.0989 7.0220 -2.4 0.7 0.2 -0.45
C 1.4505 1.0367 7.5155 1.5 0.9 -0.6 -0.95
H 2.7130 0.5529 1.1255 0.5 -0.1 0.0 -0.57
H 3.8431 -0.1728 2.4072 -0.3 -0.4 -0.3 0.56
H 3.3476 1.4627 2.5302 0.5 0.4 -0.6 0.09
H 1.3735 -0.6894 2.5633 -0.3 -0.4 0.6 -1.14
H 0.9230 0.9039 2.6025 0.1 0.5 0.4 -0.28
H 2.6442 -0.5229 4.8128 0.1 0.2 0.0 0.37
H 0.8852 -0.2204 4.8653 0.1 -0.3 0.2 0.47
H 1.1155 2.2377 5.1122 -0.6 -0.7 0.5 0.65
H 2.6488 2.2665 4.5936 0.8 -0.6 -0.1 0.42
H 3.6277 -0.1462 7.0987 0.4 0.0 -0.2 0.39
H 4.3679 0.9934 5.8646 0.3 -0.4 0.1 0.35
H 4.6137 1.2301 8.9157 -0.9 -0.1 0.1 0.37
H 5.6739 1.6251 7.7442 0.0 0.3 -0.4 0.45
H 3.9038 3.6679 8.8289 0.0 -0.5 0.1 0.36
H 4.9493 3.6892 7.4354 -0.4 0.4 -0.2 0.27
H 2.1222 3.5101 7.6504 -0.7 -0.6 -0.2 0.34
H 2.9186 3.8292 6.2128 0.2 -0.8 -0.8 0.30
H 1.3225 -0.0154 7.2611 -0.4 0.3 -0.3 0.33
H 0.6661 1.7526 7.2696 -0.6 -0.8 0.8 0.33
H 1.8172 1.0591 8.5418 -0.3 0.4 0.0 0.45
C -5.0919 -3.9439 -2.0102 0.5 1.2 0.8 -1.23
C -4.7851 -3.6090 -0.5636 1.4 -0.5 1.1 0.28
C -5.0856 -2.2115 -0.0674 -1.2 0.5 -1.4 0.16
C -5.4122 -2.2125 1.3978 -0.9 1.7 0.2 -1.41
N -6.2744 -0.9570 1.7740 0.8 0.2 2.4 0.45
C -6.6517 -1.0236 3.2915 -0.4 0.5 -0.7 -0.61
C -7.7763 -0.0085 3.4087 0.0 -0.6 1.3 -0.56
C -8.6296 -0.3199 2.2236 -1.1 0.3 -0.7 -0.81
C -7.7035 -0.8989 1.1833 0.4 0.8 -1.5 -0.55
C -5.3822 0.3579 1.6071 -1.0 -2.2 -1.5 -0.96
H -5.9564 -3.2970 -2.1593 -0.5 -0.9 -1.0 0.43
H -5.1951 -5.0247 -2.1071 -0.4 0.3 -0.5 0.35
H -4.2890 -3.5541 -2.6359 0.0 -0.2 -0.3 0.16
H -3.7244 -3.6584 -0.3173 0.5 -0.7 -0.3 -0.66
H -5.2371 -4.3663 0.0770 -0.4 0.1 0.1 0.70
H -5.9178 -1.7954 -0.6352 -0.9 -0.4 0.2 0.64
H -4.3651 -1.4769 -0.4270 0.9 -0.2 0.7 -0.20
H -4.5263 -2.1895 2.0324 0.0 0.1 0.1 0.37
H -6.0201 -3.0694 1.6881 -0.1 0.1 -0.1 0.71
H -5.8326 -0.7685 3.9639 0.3 -0.5 -0.3 0.31
H -7.0887 -2.0106 3.4430 0.4 -0.1 0.2 0.59
H -7.3884 1.0034 3.5264 -0.2 0.1 -0.2 0.14
H -8.3487 -0.2634 4.3006 0.2 0.4 0.3 0.47
H -9.2112 0.4927 1.7883 0.3 0.4 0.2 0.37
H -9.4260 -1.0299 2.4468 0.3 -0.2 0.4 0.37
H -7.6797 -0.2240 0.3277 0.3 -0.2 -0.2 0.33
H -8.1255 -1.8417 0.8352 1.0 -0.4 0.1 0.40
H -5.8302 1.2683 2.0054 -0.2 -0.5 0.1 0.43
H -5.2860 0.4082 0.5225 0.0 0.5 0.0 0.15
H -4.3842 0.1086 1.9675 -0.2 0.1 0.4 0.14
C -1.1318 -4.2642 -2.5558 0.2 1.4 0.2 -0.65
C -0.9283 -5.7221 -2.3636 -0.8 -0.9 -0.6 -0.92
C 0.4992 -6.2173 -2.5965 -0.6 -0.7 -0.7 1.00
C 0.4892 -7.7355 -2.6795 0.3 -2.0 1.4 -1.75
N 1.8220 -8.4718 -2.9684 0.3 1.3 -0.2 0.46
C 2.0671 -8.3643 -4.5148 0.8 -1.0 0.3 -0.53
C 2.0745 -9.8757 -5.0190 0.1 1.5 -0.9 -0.62
C 1.3498 -10.6340 -3.9813 0.1 0.2 1.5 -0.57
C 1.8621 -10.0336 -2.6405 -1.6 0.7 -1.7 -0.41
C 2.9597 -7.8129 -2.1606 -0.7 -0.4 -1.7 -1.42
H -0.2896 -3.7200 -2.1283 0.1 0.3 0.3 -0.08
H -2.0251 -3.9676 -2.0062 0.0 0.3 -0.2 -0.14
H -1.2088 -3.8924 -3.5775 -0.1 -0.4 -0.2 0.69
H -1.6451 -6.2276 -3.0108 0.1 -0.3 -0.2 0.63
H -1.3083 -5.9319 -1.3637 0.4 -0.5 0.0 0.29
H 1.0916 -5.7836 -1.7908 0.5 -0.3 -0.2 -0.49
H 0.8483 -5.9239 -3.5865 0.2 0.8 0.1 0.43
H -0.2345 -8.1361 -3.3893 0.1 0.4 -0.3 0.44
H 0.1447 -8.1743 -1.7431 0.1 0.1 0.3 0.42
H 2.9501 -7.7481 -4.6842 0.5 -0.6 0.2 0.39
H 1.3231 -7.7166 -4.9787 -0.6 -0.6 0.2 0.33
H 3.0234 -10.3994 -5.1345 0.5 0.9 -0.2 0.35
H 1.5464 -9.9438 -5.9701 0.2 0.1 -0.1 0.32
H 1.6023 -11.6900 -4.0773 -0.5 0.0 0.3 0.42
H 0.2815 -10.4234 -4.0320 -0.1 -0.5 0.0 0.27
H 2.9029 -10.2597 -2.4087 -0.3 -0.1 0.2 0.39
H 1.0990 -10.2808 -1.9025 0.6 0.3 0.6 0.26
H 2.6681 -7.8280 -1.1105 0.5 -0.3 -0.1 0.40
H 3.1620 -6.7988 -2.5052 -0.6 0.1 0.0 0.38
H 3.8371 -8.3561 -2.5117 0.1 -0.2 1.0 0.66
C 8.7786 6.0574 0.5924 0.9 -0.4 1.5 -1.39
C 7.5161 6.6015 0.0054 -0.2 0.3 -0.1 -0.33
C 6.3036 6.2007 0.9029 -0.6 0.0 -1.0 -0.44
C 4.9421 6.8203 0.4612 1.7 -0.5 0.4 -0.69
N 3.7830 6.2452 1.2187 -1.4 0.3 -0.6 0.57
C 3.7642 4.6738 1.2202 -0.1 0.5 -0.3 -1.00
C 2.3195 4.2068 1.0503 -0.6 1.5 0.9 1.56
C 1.5000 5.5651 0.8638 -0.4 -1.6 -0.1 -0.05
C 2.4502 6.6590 0.4618 0.6 -1.5 0.5 -0.84
C 3.6967 6.7888 2.6374 -0.2 -1.6 -0.1 -0.97
H 8.6445 4.9984 0.8126 0.0 -0.2 0.0 0.33
H 9.0074 6.5267 1.5492 0.1 0.1 0.1 0.34
H 9.7026 6.1026 0.0161 -0.4 0.4 -0.4 0.39
H 7.5251 6.1411 -0.9826 -1.0 0.0 -0.2 0.30
H 7.5713 7.6761 -0.1690 0.0 0.1 0.2 0.39
H 6.3840 6.4554 1.9597 0.7 0.2 0.0 0.39
H 6.2729 5.1126 0.8481 -0.1 -0.1 0.1 0.21
H 4.7339 6.6619 -0.5970 0.1 0.2 0.0 0.28
H 5.0111 7.8725 0.7373 -0.4 0.1 -0.5 0.41
H 4.1220 4.3187 2.1866 0.4 0.4 -0.2 0.35
H 4.4015 4.2636 0.4368 0.2 0.6 0.1 0.34
H 2.0987 3.7140 1.9971 -0.7 0.1 0.0 -0.34
H 2.0981 3.4511 0.2967 0.4 0.3 -0.3 -0.60
H 0.9453 5.8245 1.7655 0.0 -0.1 0.0 0.21
H 0.7857 5.4254 0.0525 -0.3 0.1 0.1 -0.12
H 2.0025 7.6242 0.6983 0.9 0.2 0.3 0.34
H 2.6371 6.5800 -0.6092 0.4 0.2 0.1 0.32
H 4.4666 6.3073 3.2403 0.5 0.6 -0.2 0.39
H 2.8042 6.3214 3.0532 -0.4 0.6 0.0 0.34
H 3.6769 7.8785 2.6593 0.1 -0.2 0.0 0.34
C 4.1991 -5.4092 0.3385 0.5 0.0 0.3 -1.19
C 3.6721 -4.0966 0.9401 0.3 -0.7 -0.3 -0.86
C 2.1494 -3.9306 0.8505 -0.1 -0.3 0.6 1.64
C 1.4513 -4.9250 1.7927 -0.6 0.6 0.6 -1.47
N -0.0250 -4.6469 2.1138 -2.0 -1.1 0.8 0.39
C -0.4674 -5.6314 3.2439 0.9 -0.5 -0.3 -0.72
C -1.7949 -5.1805 3.7462 -1.1 -0.6 0.1 -0.98
C -1.8166 -3.6635 3.4732 -0.2 -0.5 0.5 -0.30
C -0.4833 -3.3355 2.7894 0.0 0.1 -0.1 0.16
C -0.9442 -4.9326 0.8778 2.1 0.8 1.2 -1.33
H 4.0146 -6.2743 0.9755 -0.3 -0.1 -0.2 0.35
H 5.2839 -5.3770 0.2372 0.1 0.1 0.2 0.51
H 3.8652 -5.5873 -0.6837 -0.5 0.0 0.1 0.12
H 4.2427 -3.3131 0.4414 -0.5 0.5 -0.1 0.20
H 3.9568 -4.0139 1.9890 0.1 -0.1 0.1 0.49
H 1.7903 -4.1483 -0.1553 0.0 0.3 -0.2 -0.36
H 1.9020 -2.9101 1.1429 -0.3 0.1 -0.1 -0.48
H 1.8745 -4.9931 2.7948 0.5 0.4 -0.1 0.38
H 1.5193 -5.9393 1.3994 -0.3 0.0 -0.1 0.53
H -0.4184 -6.6646 2.8999 0.0 0.1 -0.3 0.55
H 0.2270 -5.5562 4.0807 0.5 0.2 -0.3 0.52
H -2.6445 -5.7525 3.3731 0.0 0.3 -1.0 0.40
H -1.9112 -5.5251 4.7737 0.5 0.8 0.4 0.34
H -2.6319 -3.3448 2.8238 -0.1 -0.2 0.1 -0.35
H -1.9476 -3.1575 4.4297 0.2 0.3 -0.2 0.83
H -0.6864 -2.5214 2.0936 0.7 -0.2 -0.3 -0.29
H 0.2564 -3.0490 3.5370 0.3 -0.1 -0.2 0.38
H -0.5290 -5.8676 0.5018 -0.5 0.1 -0.2 0.52
H -0.7103 -4.0599 0.2680 -0.5 -0.3 -0.5 0.56
H -2.0003 -4.9805 1.1431 0.3 -0.1 0.1 0.36
C -4.2331 3.0116 -2.1442 -0.1 -0.4 -0.8 -1.21
C -3.5819 4.3127 -1.6826 -0.5 -0.2 1.2 -0.51
C -2.8954 4.1733 -0.3025 -0.1 1.2 0.5 0.37
C -3.8958 4.0518 0.8791 1.6 -1.9 -0.5 -0.38
N -3.2660 4.1949 2.2895 -1.1 0.2 0.4 0.47
C -2.3493 3.0437 2.8842 -1.2 0.1 -2.5 0.35
C -2.8031 2.7887 4.2973 0.4 -0.6 0.9 -0.37
C -3.9629 3.7144 4.5522 0.5 1.9 2.0 -1.06
C -4.5313 4.0461 3.2440 0.7 0.5 -0.5 0.00
C -2.5688 5.5700 2.4835 -2.0 -0.6 0.5 -0.62
H -4.7219 3.1741 -3.1048 -0.2 0.1 0.0 0.53
H -4.9709 2.5344 -1.4991 -0.2 0.6 0.3 0.32
H -3.5449 2.1854 -2.3222 0.6 0.2 0.1 0.06
H -4.3274 5.0996 -1.5674 -0.2 0.0 -0.2 0.69
H -2.9177 4.6972 -2.4566 0.3 -0.1 0.2 -0.06
H -2.3891 5.0892 0.0021 0.5 0.3 -0.8 0.43
H -2.1564 3.3739 -0.3572 -0.1 -0.3 0.5 -0.43
H -4.2226 3.0128 0.8373 -0.6 0.1 0.3 -0.35
H -4.7363 4.7408 0.7952 0.2 0.1 0.1 0.47
H -1.3135 3.3258 2.6952 -0.1 0.1 0.3 0.21
H -2.5718 2.1741 2.2658 0.2 0.0 -0.2 -0.52
H -1.9237 2.9327 4.9251 -0.4 0.2 0.5 0.20
H -3.1433 1.7730 4.4990 0.3 -0.3 -0.6 0.42
H -3.5881 4.6054 5.0561 0.0 0.3 0.0 0.34
H -4.7886 3.4471 5.2116 0.3 -0.8 0.1 0.53
H -5.1479 4.9449 3.2517 0.1 0.0 -0.4 0.50
H -5.1200 3.1583 3.0129 0.1 0.2 -1.2 -0.17
H -2.5011 5.6740 3.5664 0.8 0.1 -0.2 0.46
H -3.2809 6.3453 2.2009 -0.1 -0.1 -0.2 0.31
H -1.6732 5.7310 1.8834 0.0 -0.6 0.4 0.00
C -1.6530 -1.7603 -8.2452 0.6 0.0 1.0 -1.29
C -2.7720 -1.1504 -7.3367 -0.2 -0.2 -1.5 0.18
C -2.5532 -1.3291 -5.8349 0.1 -0.7 1.0 -0.28
O -3.4684 -0.6402 -5.0007 0.2 1.7 0.5 -0.51
C -3.0078 -0.2854 -3.6606 -0.3 -1.1 0.0 0.07
N -2.9736 0.3712 -7.6652 0.7 -0.9 1.4 -0.21
H -3.3748 0.8172 -6.8526 -1.1 -0.1 0.6 0.28
H -2.0982 0.8734 -7.7053 0.5 -0.1 -1.0 0.34
H -3.5782 0.5438 -8.4556 0.0 0.1 -0.6 0.40
H -1.5308 -2.8371 -8.1283 -0.7 -0.1 0.3 0.38
H -0.6658 -1.4295 -7.9226 0.1 0.5 0.0 0.28
H -1.7006 -1.6382 -9.3273 -0.6 0.5 0.1 0.42
H -3.7108 -1.5846 -7.6804 -0.2 0.0 0.4 0.29
H -1.5171 -1.1207 -5.5681 0.3 0.4 0.0 0.06
H -2.7084 -2.3609 -5.5194 0.3 -0.5 -0.9 0.37
H -2.3947 -1.0504 -3.1843 0.6 -0.3 -0.6 0.12
H -3.8359 -0.3110 -2.9523 -0.5 0.5 -0.6 0.26
H -2.4916 0.6698 -3.5644 0.0 0.1 -0.5 -0.30
C -0.1947 2.9808 -3.3425 -0.6 0.4 -0.2 -0.13
C -0.5500 4.2208 -4.1610 0.9 2.3 1.0 -0.21
C -0.2632 5.5593 -3.3557 -1.0 -1.2 0.9 -0.82
O -0.6632 6.6923 -4.0081 0.3 1.0 -1.2 -0.42
C 0.1358 7.8680 -3.7748 1.1 0.7 -0.4 -0.78
N 0.3442 4.3818 -5.3954 -1.1 -1.2 0.5 -0.07
H 0.2547 3.5190 -5.9128 0.3 -0.2 -0.6 0.31
H 0.0243 5.1406 -5.9803 -0.2 0.7 -0.3 0.40
H 1.3151 4.5189 -5.1535 0.4 0.2 0.1 0.35
H 0.7950 3.0465 -2.8905 0.2 -0.2 -0.3 0.10
H -0.3744 2.0532 -3.8859 0.4 0.1 -0.2 0.05
H -0.8702 2.8678 -2.4944 -0.2 0.4 0.0 -0.30
H -1.5855 4.2583 -4.4992 0.1 -0.2 -0.2 0.52
H 0.7819 5.5651 -3.0461 0.4 0.0 -0.1 0.64
H -0.8793 5.5196 -2.4574 0.2 -0.5 0.5 0.20
H -0.2140 8.7529 -4.3066 -0.9 -0.4 0.1 0.34
H 1.1416 7.7897 -4.1876 0.2 -0.7 -0.3 0.35
H 0.3297 8.1577 -2.7421 -0.8 -0.4 0.4 0.29
C 4.4772 0.5598 -1.2494 -0.4 0.8 0.4 -1.22
C 3.9215 -0.0736 -2.5135 0.8 -0.5 2.1 0.68
C 3.6235 0.9915 -3.4713 -1.7 0.5 -3.1 -0.54
O 3.0954 0.4213 -4.6984 0.8 -0.4 -0.9 -0.47
C 1.7875 -0.1444 -4.7016 -0.7 1.6 1.8 -0.39
N 4.9446 -1.0022 -3.1449 -0.4 0.6 0.2 0.07
H 5.7656 -0.5180 -3.4790 0.4 0.6 -0.4 0.39
H 5.3167 -1.6891 -2.5047 -0.2 -0.6 0.3 0.33
H 4.4829 -1.4040 -3.9483 0.1 -0.6 -0.6 0.41
H 3.7237 1.1925 -0.7803 -0.5 0.1 -0.4 -0.11
H 5.2269 1.2894 -1.5556 0.6 -0.3 0.4 0.50
H 4.7366 -0.0487 -0.3831 0.6 -0.5 -0.6 0.42
H 3.0589 -0.7035 -2.2959 0.0 0.0 -0.1 -0.14
H 4.4710 1.5883 -3.8087 0.5 -0.4 0.1 0.46
H 2.9327 1.7728 -3.1546 -0.3 -0.3 0.8 0.03
H 1.1961 -0.0827 -5.6151 1.2 -0.4 -0.7 0.39
H 1.2116 0.5584 -4.0995 -0.4 -0.3 0.6 -0.05
H 1.7093 -1.1249 -4.2318 0.1 -0.2 -0.2 0.30
C 0.1732 0.2921 -0.7806 -3.8 -0.4 0.7 -0.83
F 0.4479 1.5004 -0.3302 1.0 0.8 0.6 0.13
F -0.0225 0.4661 -2.1140 0.4 -0.9 0.5 0.14
F 1.1364 -0.5622 -0.5244 0.9 0.0 -0.4 0.09
S -1.4859 -0.3304 0.1305 -0.3 -1.0 0.2 0.36
O -1.2757 -0.0799 1.5606 0.5 0.1 -1.0 -0.48
O -2.5803 0.4512 -0.4262 0.8 0.2 -0.3 0.28
O -1.5275 -1.7553 -0.2144 0.4 1.0 0.0 -0.23
```
Positions in Å, forces in eV/Å.

- molecular weight (g/mol) = 1273.103
- Kohn-Sham gap (eV) = 8.620
- net charge = +8
- E_tot (eV) = -116597.2097
- LUMO (eV) = -14.57



Record 2
The following is a DFT calculation (ωB97M-V/def2-TZVPD) of C4H7NO2 as an isolated structure.

Structure (XYZ):
```
14
Properties=species:S:1:pos:R:3:forces:R:3:mulliken_charge:R:1
O -0.8920 -0.5035 1.6239 0.1 0.0 0.1 -0.31
C -1.2424 0.1993 0.5428 0.2 0.1 -0.1 -0.29
C -0.3127 1.3237 0.2182 -0.2 0.1 -0.1 -0.47
O 1.1088 1.0166 0.3613 0.1 -0.1 -0.1 -0.39
C 1.5269 -0.2408 0.1196 0.0 -0.2 0.0 0.02
N 0.9495 -1.1870 -0.5065 0.0 0.3 0.1 -0.45
C -0.2976 -0.9688 -1.1268 0.1 0.0 -0.1 -0.55
H 0.0478 -0.3805 1.8629 -0.1 -0.1 0.0 0.36
H -1.4012 -0.5402 -0.4299 -0.1 0.0 -0.1 0.37
H -0.4890 1.7151 -0.7847 0.0 -0.1 0.1 0.31
H -0.4776 2.1251 0.9446 0.0 -0.1 -0.1 0.33
H 2.5060 -0.4056 0.5690 -0.1 0.0 0.0 0.38
H -0.2818 -0.2409 -1.9425 0.0 -0.1 0.1 0.34
H -0.7446 -1.9122 -1.4519 0.0 0.1 0.1 0.37
```
Positions in Å, forces in eV/Å.

- energy relative to the best compared isomer or geometry (same formula, charge and spin) (kJ/mol) = 488.7
- molecular weight (g/mol) = 101.105
- Kohn-Sham gap (eV) = 8.879
- E_tot (eV) = -9842.2143
- LUMO (eV) = 0.70



Record 3
The following is a DFT calculation (ωB97M-V/def2-TZVPD) of C14H5F5IN4O6ReS2 as an isolated structure.

Structure (XYZ):
```
38
Properties=species:S:1:pos:R:3:forces:R:3:lowdin_spin:R:1
Re 0.8754 -0.0736 1.7951 0.4 0.4 0.3 0.81
S 0.7089 1.1182 3.7872 -0.2 -0.2 -0.2 0.04
C -0.9886 1.0481 4.1594 -0.1 0.2 0.3 0.00
C -1.4242 1.7571 5.3367 0.0 -0.3 -0.4 0.00
N -1.7713 2.3253 6.2721 0.0 0.1 0.2 0.00
C -1.8643 0.3578 3.3973 -0.1 -0.2 -0.1 0.03
S -1.2715 -0.5141 1.9751 -0.2 0.0 0.0 -0.02
C -3.2677 0.2601 3.6647 0.5 0.1 0.0 0.00
N -4.3989 0.1794 3.8494 -0.2 -0.1 0.0 0.02
O 0.9558 -2.8215 -1.4562 0.0 -0.1 -0.1 0.00
C 0.7029 -1.6896 -1.0955 0.0 0.0 0.1 0.01
O 1.0780 -1.1562 0.0137 0.0 0.2 0.0 0.07
C -0.0851 -0.7986 -2.0552 0.0 0.0 0.0 0.00
C -0.1546 -1.1770 -3.3921 0.0 -0.1 0.0 0.00
C -0.8589 -0.3895 -4.2824 0.0 0.0 0.1 0.00
C -1.5181 0.7613 -3.8980 -0.1 0.1 -0.1 0.00
C -1.4402 1.1073 -2.5669 0.2 0.0 0.0 0.00
C -0.7377 0.3544 -1.6425 0.0 0.0 0.1 0.00
N -2.1180 2.3391 -2.1152 -0.3 -0.3 0.2 0.00
O -2.8161 2.9215 -2.9209 0.1 0.1 0.0 0.00
O -1.9745 2.6579 -0.9528 0.1 0.1 -0.1 0.00
N -0.9177 -0.7836 -5.7047 0.1 0.1 0.0 0.00
O -1.5322 -0.0581 -6.4616 0.0 -0.1 0.0 0.00
O -0.3383 -1.7980 -6.0291 0.0 0.0 0.0 0.00
H 0.3372 -2.0834 -3.7162 0.0 0.0 0.0 0.00
H -2.0664 1.3638 -4.6061 0.0 0.0 0.0 0.00
H -0.7203 0.6651 -0.6064 0.0 0.0 -0.1 0.00
I 3.1990 2.2239 1.3843 0.0 -0.2 0.1 0.00
C 1.2612 1.6711 0.7076 -0.2 -0.3 -0.2 0.00
H 1.3805 1.4433 -0.3508 -0.1 0.1 0.0 0.01
H 0.5768 2.4987 0.8695 0.1 0.0 0.1 0.00
F 1.6124 -2.2907 3.4918 0.0 0.1 0.0 0.00
C 2.3184 -1.3568 2.7726 0.1 -0.1 -0.2 0.00
F 3.1179 -0.6984 3.6672 0.0 0.0 -0.1 0.00
C 3.2964 -2.1626 1.8777 0.0 0.1 0.0 0.00
F 2.6853 -3.1618 1.2465 0.1 0.2 0.1 0.00
F 4.2924 -2.6971 2.6144 -0.1 0.1 -0.1 0.00
F 3.8664 -1.3430 0.9703 -0.1 -0.2 0.2 0.00
```
Positions in Å, forces in eV/Å.

- multiplicity = 2
- energy relative to the best compared isomer or geometry (same formula, charge and spin) (kJ/mol) = 12.9
- molecular weight (g/mol) = 797.451
- Kohn-Sham gap (alpha / beta) (eV) = 6.618 / 6.890
- net charge = -1
- E_tot (eV) = -78330.8883
- <S²> = 0.761
- LUMO (alpha / beta) (eV) = 0.91 / 0.90